1.
The following is a quantum chemistry calculation of a structure of composition C37H22BrClCrF9N5O2, from the Open Molecules 2025 dataset.

Summary:
- 2S+1: 2
- HOMO level (spin up / spin down): -10.43 / -10.46 eV
- Relative energy (zero: lowest compared OMol25 entry of this formula, charge and spin): 45.4 kJ/mol
- Total charge: +1
- <S²>: 0.764
- Max |F|: 1.978 eV/A

XYZ file:
```
78
C37H22BrClCrF9N5O2 (ωB97M-V/def2-TZVPD)
Cr 0.512 -0.279 -0.084
Cl 1.258 2.472 6.451
C 0.919 2.178 4.790
C 1.258 3.149 3.834
C 1.034 2.908 2.505
C 0.500 1.677 2.047
O 0.388 1.435 0.792
C 0.090 0.726 3.043
C -0.607 -0.449 2.669
N -0.616 -0.943 1.461
C -1.456 -1.996 1.143
C -1.992 -2.930 2.015
C -2.823 -3.946 1.540
C -3.151 -4.034 0.211
C -2.618 -3.112 -0.712
C -2.836 -3.182 -2.101
C -2.201 -2.281 -2.918
C -1.384 -1.296 -2.356
N -1.161 -1.195 -1.060
C -1.750 -2.093 -0.240
C 0.307 1.012 4.403
H 1.692 4.083 4.155
H 1.274 3.653 1.760
H -1.207 -0.919 3.447
H -1.748 -2.906 3.065
H -3.188 -4.689 2.234
H -3.794 -4.821 -0.150
H -3.472 -3.956 -2.498
H -2.312 -2.325 -3.988
H -0.893 -0.572 -2.990
H 0.007 0.286 5.143
C 3.793 0.908 -2.680
C 2.923 0.340 -1.751
N 1.635 0.630 -1.656
C 1.142 1.560 -2.512
C 1.946 2.178 -3.502
C 3.303 1.824 -3.579
C 1.379 3.143 -4.385
C 0.076 3.501 -4.296
C -0.760 2.936 -3.293
C -2.105 3.307 -3.124
C -2.833 2.754 -2.098
C -2.217 1.805 -1.274
N -0.975 1.423 -1.433
C -0.230 1.970 -2.400
H 4.831 0.618 -2.685
H 3.305 -0.384 -1.049
H 3.938 2.278 -4.325
H 2.026 3.594 -5.122
H -0.346 4.234 -4.967
H -2.547 4.024 -3.800
H -3.860 3.034 -1.927
H -2.758 1.339 -0.462
F 2.232 -4.068 -3.354
C 1.384 -3.344 -2.632
F 0.169 -3.860 -2.820
F 1.358 -2.102 -3.145
C 1.754 -3.246 -1.119
O 1.242 -2.164 -0.559
C 1.227 -4.520 -0.382
F 1.568 -5.672 -0.947
F 1.671 -4.534 0.881
F -0.105 -4.495 -0.304
C 3.319 -3.250 -1.040
F 3.858 -4.459 -1.103
F 3.727 -2.688 0.106
F 3.855 -2.514 -2.021
Br 5.251 1.985 2.627
C 4.060 0.526 2.446
C 4.132 -0.571 3.293
C 3.218 -1.590 3.088
C 2.264 -1.460 2.093
N 2.200 -0.404 1.285
C 3.097 0.564 1.447
H 4.873 -0.622 4.075
H 3.248 -2.478 3.694
H 1.538 -2.241 1.926
H 3.056 1.405 0.767
```

***

2.
The following is a quantum chemistry calculation of a structure of composition C29H30N9O8P2STc, from the Open Molecules 2025 dataset.

Summary:
- 2S+1: 4
- HOMO level (spin up / spin down): -10.05 / -10.05 eV
- Relative energy (zero: lowest compared OMol25 entry of this formula, charge and spin): 0.0 kJ/mol
- Total charge: +1
- <S²>: 4.078
- Max |F|: 0.382 eV/A

XYZ file:
```
80
C29H30N9O8P2STc (ωB97M-V/def2-TZVPD)
Tc -0.419 0.531 0.656
C -1.048 -5.193 1.208
C -1.549 -4.658 0.028
C -1.834 -3.305 -0.054
C -1.592 -2.490 1.050
C -1.063 -3.008 2.225
C -0.812 -4.369 2.302
N -1.849 -1.098 0.945
C -3.100 -0.715 0.657
C -4.248 -1.556 0.728
C -5.476 -1.048 0.414
C -5.634 0.297 0.016
C -4.552 1.148 -0.035
C -3.301 0.647 0.297
N -2.141 1.409 0.271
N -2.249 2.679 0.112
C -1.019 3.255 -0.006
C -0.902 4.616 -0.306
C 0.350 5.141 -0.497
C 1.469 4.307 -0.389
C 1.295 2.982 -0.079
N 0.070 2.462 0.129
H -0.836 -6.252 1.272
H -1.718 -5.293 -0.831
H -2.197 -2.865 -0.976
H -0.864 -2.348 3.058
H -0.422 -4.788 3.220
H -4.136 -2.579 1.052
H -6.347 -1.687 0.476
H -6.617 0.664 -0.244
H -4.647 2.180 -0.336
H -1.804 5.201 -0.399
H 0.470 6.187 -0.742
H 2.469 4.686 -0.542
H 2.124 2.299 0.016
N 2.119 0.123 5.075
C 1.636 1.062 3.978
C 1.969 2.509 4.315
P -0.174 0.722 3.890
O -0.674 1.705 5.053
O -0.345 -0.704 4.246
O -0.723 1.273 2.581
P 2.531 0.427 2.454
O 3.518 1.622 2.036
O 3.308 -0.746 2.928
O 1.538 0.316 1.331
H 2.496 0.622 5.878
H 2.840 -0.485 4.612
H 1.338 -0.490 5.352
H 1.487 2.816 5.242
H 1.597 3.153 3.518
H 3.046 2.665 4.384
H -1.585 1.544 5.328
H 4.439 1.373 2.191
N 3.301 0.936 -6.771
C 2.344 0.793 -5.799
C 1.361 -0.197 -5.910
C 0.421 -0.367 -4.916
C 0.441 0.461 -3.802
C 1.405 1.453 -3.678
C 2.357 1.613 -4.662
S -0.799 0.311 -2.585
O -1.779 -0.656 -2.989
O -1.225 1.640 -2.230
N -0.059 -0.252 -1.189
C 0.585 -1.497 -1.246
N 0.809 -2.070 -2.419
C 1.486 -3.213 -2.384
C 1.942 -3.777 -1.205
C 1.625 -3.099 -0.040
N 0.938 -1.966 -0.054
H 3.143 0.505 -7.664
H 3.846 1.779 -6.789
H 1.346 -0.837 -6.784
H -0.329 -1.141 -4.987
H 1.400 2.107 -2.816
H 3.112 2.383 -4.568
H 1.673 -3.685 -3.342
H 2.502 -4.699 -1.193
H 1.922 -3.469 0.934
```

***

3.
The following is a quantum chemistry calculation of a cluster of 2 separate species, C8H9ClO6S in total, from the Open Molecules 2025 dataset.

Summary:
- HOMO level: -9.86 eV
- Max |F|: 1.531 eV/A

XYZ file:
```
25
C8H9ClO6S (ωB97M-V/def2-TZVPD)
O -2.242 -2.520 -2.742
C -2.563 -1.407 -2.480
O -3.783 -1.106 -1.837
C -4.139 0.124 -2.296
O -5.241 0.537 -2.472
C -2.853 0.829 -2.650
Cl -2.723 2.485 -2.830
C -1.924 -0.105 -2.781
S -0.280 0.235 -3.246
H 0.423 -0.521 -2.387
C 3.952 0.759 1.573
C 2.696 1.600 1.504
O 1.598 0.869 0.938
C 0.994 0.021 1.765
O 1.265 -0.162 2.919
O 0.024 -0.591 1.086
C -0.678 -1.589 1.833
H 4.190 0.348 0.591
H 4.793 1.361 1.916
H 3.825 -0.076 2.260
H 2.847 2.450 0.842
H 2.418 1.988 2.484
H -1.047 -1.187 2.773
H -0.032 -2.445 2.017
H -1.519 -1.900 1.219
```

***

4.
The following is a quantum chemistry calculation of a cluster of 2 separate species, C35H44N4P in total, from the Open Molecules 2025 dataset.

Summary:
- HOMO level: -9.20 eV
- Relative energy (zero: lowest compared OMol25 entry of this formula, charge and spin): 138.7 kJ/mol
- Total charge: +1
- Max |F|: 2.635 eV/A

XYZ file:
```
84
C35H44N4P (ωB97M-V/def2-TZVPD)
C 3.756 -0.825 -0.317
C 3.177 -1.425 -1.591
C 3.414 -0.540 -2.814
C 3.808 -2.771 -1.922
N 1.714 -1.599 -1.393
P 0.537 -0.705 -2.221
H 0.082 0.258 -1.113
N -0.565 -1.981 -2.038
C -1.768 -2.167 -2.886
C -1.783 -3.590 -3.432
C -1.649 -1.267 -4.115
C -2.998 -1.852 -2.045
C -0.165 -2.917 -1.060
C 1.166 -2.682 -0.668
C 1.767 -3.460 0.329
C 0.997 -4.454 0.955
C -0.323 -4.702 0.548
C -0.917 -3.940 -0.470
H 3.608 -1.488 0.542
H 4.832 -0.670 -0.453
H 3.282 0.135 -0.072
H 3.006 -1.018 -3.715
H 2.983 0.463 -2.728
H 4.493 -0.436 -2.979
H 3.307 -3.197 -2.799
H 4.868 -2.637 -2.162
H 3.741 -3.487 -1.104
H -1.933 -4.350 -2.667
H -2.584 -3.696 -4.170
H -0.828 -3.786 -3.934
H -1.595 -0.198 -3.889
H -0.764 -1.544 -4.703
H -2.516 -1.437 -4.765
H -2.933 -0.858 -1.580
H -3.887 -1.894 -2.684
H -3.121 -2.577 -1.232
H 2.813 -3.325 0.608
H 1.443 -5.054 1.747
H -0.893 -5.506 1.010
H -1.938 -4.159 -0.780
C 2.243 4.270 -0.507
C 1.907 3.269 0.517
N 2.815 2.948 1.475
C 4.172 3.468 1.552
C 2.210 2.180 2.483
C 0.845 2.026 2.149
C 0.008 1.497 3.132
C 0.570 1.017 4.330
C 1.950 1.055 4.564
C 2.799 1.689 3.648
C 0.676 2.599 0.803
C -0.437 2.497 -0.062
C -1.777 2.217 0.397
C -2.922 3.036 0.667
C -3.127 4.498 0.686
N -3.943 2.228 1.078
C -5.243 2.692 1.544
C -3.520 0.889 1.124
C -2.161 0.874 0.756
C -1.408 -0.281 0.987
C -2.025 -1.389 1.564
C -3.391 -1.386 1.862
C -4.151 -0.226 1.671
H 1.351 4.482 -1.097
H 2.614 5.237 -0.130
H 3.031 3.851 -1.144
H 4.680 3.008 2.404
H 4.742 3.218 0.646
H 4.189 4.565 1.671
H -1.070 1.536 3.004
H -0.085 0.588 5.091
H 2.374 0.563 5.441
H 3.883 1.741 3.773
H -0.287 2.781 -1.126
H -2.209 4.999 0.383
H -3.938 4.754 -0.006
H -3.404 4.895 1.676
H -5.831 1.817 1.854
H -5.150 3.393 2.391
H -5.778 3.226 0.746
H -0.332 -0.232 0.843
H -1.425 -2.272 1.798
H -3.860 -2.300 2.232
H -5.219 -0.175 1.888
```

***

5.
The following is a quantum chemistry calculation of a structure of composition C2H9BrSi2, from the Open Molecules 2025 dataset.

Summary:
- HOMO level: -9.04 eV
- Relative energy (zero: lowest compared OMol25 entry of this formula, charge and spin): 92.3 kJ/mol
- Max |F|: 3.547 eV/A

XYZ file:
```
14
C2H9BrSi2 (ωB97M-V/def2-TZVPD)
C -1.106 -0.248 1.998
C -0.908 0.656 -1.283
Si 2.350 -0.485 -0.103
Si 0.302 0.592 0.271
Br 0.495 2.740 0.996
H -1.346 0.531 2.754
H -1.984 -0.563 1.314
H -0.622 -1.185 2.318
H -0.583 1.481 -2.032
H -0.543 -0.221 -1.770
H -1.924 0.531 -0.902
H 2.599 -1.215 1.090
H 1.857 -1.334 -1.146
H 3.499 0.234 -0.315
```

***

6.
The following is a quantum chemistry calculation of an isolated molecule of C6H10, from the Open Molecules 2025 dataset.

Summary:
- HOMO level: -9.30 eV
- Relative energy (zero: lowest compared OMol25 entry of this formula, charge and spin): 142.0 kJ/mol
- Max |F|: 0.512 eV/A

XYZ file:
```
16
C6H10 (ωB97M-V/def2-TZVPD)
C -0.526 1.018 1.352
C 0.859 1.446 0.844
C 1.580 0.422 -0.089
C 0.648 -0.493 -0.752
C -0.215 -1.241 -1.133
C -1.360 -2.083 -1.466
H -1.323 1.429 0.726
H -0.700 1.363 2.374
H -0.641 -0.073 1.339
H 1.523 1.633 1.695
H 0.769 2.401 0.313
H 2.190 0.966 -0.821
H 2.289 -0.172 0.503
H -1.165 -2.738 -2.317
H -1.622 -2.710 -0.609
H -2.230 -1.462 -1.704
```

***

7.
The following is a quantum chemistry calculation of a cluster of 3 separate species, C4H15NO2S in total, from the Open Molecules 2025 dataset.

Summary:
- HOMO level: -9.27 eV
- Relative energy (zero: lowest compared OMol25 entry of this formula, charge and spin): 145.9 kJ/mol
- Max |F|: 3.000 eV/A

XYZ file:
```
23
C4H15NO2S (ωB97M-V/def2-TZVPD)
C -0.218 0.677 -2.744
N -0.728 1.199 -1.420
C -0.532 0.094 -0.355
C -1.330 0.638 0.881
S -1.005 -0.130 2.527
C -0.764 -1.295 -0.923
H -0.706 -0.109 -3.263
H -0.316 1.538 -3.419
H 0.847 0.442 -2.649
H -1.708 1.389 -1.511
H 0.590 0.095 -0.231
H -0.986 1.693 0.869
H -2.393 0.687 0.562
H -1.576 -1.342 2.287
H -0.351 -2.051 -0.189
H -1.784 -1.700 -0.952
H -0.322 -1.541 -1.901
H 1.671 -3.349 -0.616
H 2.229 -2.028 -0.937
O 2.490 -2.880 -0.437
H 1.665 1.985 -0.221
H 3.191 2.100 0.032
O 2.330 2.271 0.402
```

***

8.
The following is a quantum chemistry calculation of a cluster of 8 separate species, C27H52ClO19S5 in total, from the Open Molecules 2025 dataset.

Summary:
- HOMO level: -7.18 eV
- Relative energy (zero: lowest compared OMol25 entry of this formula, charge and spin): 286.4 kJ/mol
- Total charge: -1
- Max |F|: 3.051 eV/A

XYZ file:
```
104
C27H52ClO19S5 (ωB97M-V/def2-TZVPD)
Cl 0.724 -0.062 -0.760
O -0.563 0.496 -1.097
O 1.155 -0.928 -1.810
O 1.769 0.944 -0.569
O 0.638 -0.830 0.454
O 5.960 -2.014 0.004
S 5.185 -3.256 -0.038
O 5.003 -3.997 -1.311
O 5.734 -4.341 1.145
C 6.872 -5.136 0.947
C 6.583 -6.502 0.397
C 3.462 -2.944 0.636
H 7.343 -5.267 1.922
H 7.684 -4.757 0.328
H 7.062 -7.197 1.088
H 6.819 -6.548 -0.666
H 5.522 -6.750 0.423
H 3.419 -2.132 1.361
H 3.112 -3.821 1.180
H 2.846 -2.610 -0.199
O 3.863 -1.168 4.233
S 5.095 -0.457 3.971
O 6.335 -1.028 4.482
O 5.201 -0.140 2.392
C 4.202 0.647 1.696
C 4.852 1.899 1.154
C 4.950 1.294 4.622
H 3.378 0.877 2.371
H 3.715 0.146 0.860
H 4.131 2.571 0.689
H 5.573 1.641 0.378
H 5.415 2.469 1.893
H 3.894 1.535 4.504
H 5.651 1.951 4.106
H 5.256 1.182 5.662
O -6.172 1.354 -1.835
S -5.540 1.450 -0.535
O -4.936 2.735 -0.137
O -6.642 1.089 0.639
C -7.395 -0.117 0.446
C -8.401 -0.193 1.587
C -4.363 -0.030 -0.367
H -6.736 -0.976 0.570
H -7.814 -0.275 -0.548
H -9.119 0.608 1.413
H -8.013 -0.255 2.603
H -9.062 -1.056 1.506
H -4.864 -0.933 -0.716
H -4.212 -0.129 0.708
H -3.412 0.063 -0.891
O 0.540 3.306 -6.132
S 1.640 3.100 -5.171
O 3.016 3.465 -5.484
O 1.148 3.674 -3.707
C 2.008 3.585 -2.611
C 1.233 4.015 -1.365
C 1.611 1.228 -4.695
H 2.953 4.112 -2.747
H 2.326 2.547 -2.517
H 0.800 5.014 -1.427
H 1.826 3.869 -0.462
H 0.388 3.334 -1.268
H 1.330 0.656 -5.579
H 0.861 1.108 -3.912
H 2.554 0.982 -4.207
O -2.607 1.180 2.341
S -2.300 2.604 2.342
O -3.287 3.624 2.686
O -0.856 2.807 3.190
C -0.437 4.099 3.597
C 1.070 4.315 3.354
C -1.521 3.106 0.737
H -0.742 4.247 4.633
H -0.999 4.887 3.096
H 1.541 5.130 3.905
H 1.308 4.503 2.307
H 1.597 3.410 3.658
H -1.371 4.174 0.581
H -2.175 2.656 -0.010
H -0.553 2.632 0.572
C -1.740 -0.846 -5.757
C -3.118 -0.705 -5.989
C -3.885 -0.926 -4.845
C -3.361 -1.361 -3.628
C -2.019 -1.513 -3.462
C -1.209 -1.276 -4.553
H -1.084 -0.625 -6.586
H -3.571 -0.390 -6.917
H -4.925 -0.649 -4.940
H -3.964 -1.432 -2.735
H -1.583 -1.690 -2.490
H -0.140 -1.297 -4.403
C -3.360 -2.307 2.865
C -2.420 -2.068 1.877
C -2.748 -2.532 0.642
C -3.863 -3.278 0.376
C -4.787 -3.601 1.407
C -4.519 -3.049 2.655
H -3.176 -1.888 3.843
H -1.531 -1.520 2.151
H -2.048 -2.459 -0.178
H -4.074 -3.629 -0.623
H -5.709 -4.144 1.261
H -5.230 -3.282 3.434
```